{
  "formula": "C3H5Cl",
  "method": "wB97M-V/def2-TZVPD",
  "elements": ["C", "C", "C", "Cl", "H", "H", "H", "H", "H"],
  "positions_angstrom": [[-0.999127, -1.000870, -0.028071], [-0.494270, 0.210142, -0.002533], [1.025738, 0.443407, 0.010582], [-1.305120, 1.715749, -0.170954], [-0.301091, -1.783208, 0.014950], [-2.109619, -1.200321, -0.004775], [1.624629, -0.454151, -0.026933], [1.246477, 0.873039, 1.000976], [1.312383, 1.196213, -0.793243]],
  "forces_ev_per_angstrom": [[-2.7945, 0.6015, 0.3496], [2.3579, 0.1561, -0.8288], [-0.5992, 1.3448, 0.1516], [-0.7493, 0.0720, 0.1996], [0.5287, -1.1423, 0.0471], [1.4830, 0.1726, -0.1615], [-0.0960, -0.3817, -0.4078], [0.1099, 0.2546, -0.3974], [-0.2406, -1.0775, 1.0474]],
  "homo_lumo_gap_ev": 10.66,
  "lumo_ev": 1.03,
  "smiles": "C=C(C)Cl"
}

=====

{
  "formula": "C32H54BCl2N4O19P3",
  "method": "wB97M-V/def2-TZVPD",
  "elements": ["C", "O", "B", "O", "C", "C", "C", "O", "C", "C", "C", "C", "C", "C", "C", "O", "C", "C", "O", "C", "C", "C", "N", "N", "N", "C", "N", "C", "O", "C", "C", "Cl", "C", "C", "Cl", "C", "O", "H", "H", "H", "H", "H", "H", "H", "H", "H", "H", "H", "H", "H", "H", "H", "H", "H", "H", "H", "H", "H", "H", "H", "H", "H", "H", "H", "C", "O", "P", "O", "O", "C", "O", "C", "H", "H", "H", "H", "H", "H", "H", "H", "H", "C", "O", "P", "O", "O", "C", "O", "C", "H", "H", "H", "H", "H", "H", "H", "H", "H", "C", "O", "P", "O", "O", "C", "O", "C", "H", "H", "H", "H", "H", "H", "H", "H", "H"],
  "positions_angstrom": [[0.193706, -4.625359, 4.433290], [1.340849, -4.874669, 3.620787], [1.131529, -5.432794, 2.400580], [0.277333, -6.479881, 2.286008], [1.894903, -4.835936, 1.157677], [3.176224, -5.067093, 0.847113], [3.756290, -4.451890, -0.348653], [4.570514, -5.020931, -1.028995], [3.222153, -3.105314, -0.656502], [1.891110, -2.843914, -0.340641], [1.319957, -1.569573, -0.552066], [-0.120767, -1.346705, -0.197040], [-0.326229, -0.717068, 1.163204], [-1.720769, -0.101809, 1.364465], [-2.893905, -0.835030, 0.769574], [-3.253290, -0.251045, -0.498675], [-3.641656, -1.138864, -1.452930], [-5.106853, -1.233295, -1.641725], [-2.855432, -1.750570, -2.108594], [2.125880, -0.545432, -1.093548], [1.641376, 0.859406, -1.328875], [2.141721, 1.989162, -0.316310], [3.088665, 2.853037, -1.012913], [1.002446, 2.811786, 0.128716], [2.816502, 1.512444, 0.863828], [3.454653, -0.847455, -1.454676], [4.201310, 0.160967, -2.127997], [5.210231, 0.637289, -1.676629], [6.170911, 1.067365, -1.291012], [4.012041, -2.109911, -1.236690], [5.405921, -2.372883, -1.634922], [5.560878, -2.765107, -3.296853], [6.447216, -2.292722, -0.809612], [6.351237, -1.988719, 0.631711], [8.030914, -2.587072, -1.368895], [1.130307, -3.969468, 0.253279], [-0.031181, -4.217141, 0.016237], [0.194642, -3.588174, 4.730971], [-0.738707, -4.841367, 3.931731], [0.221579, -5.222652, 5.329831], [0.203024, -6.749096, 1.365298], [3.808102, -5.702801, 1.440830], [-0.565176, -0.711059, -0.939901], [-0.652945, -2.272599, -0.257455], [0.383855, 0.078105, 1.325860], [-0.183694, -1.441104, 1.957538], [-1.873473, -0.033249, 2.432401], [-1.737100, 0.914563, 0.998703], [-2.738607, -1.901411, 0.705036], [-3.733950, -0.690182, 1.438738], [-5.287976, -1.986665, -2.385289], [-5.613381, -1.499891, -0.726337], [-5.478491, -0.293642, -2.025311], [0.568934, 0.889073, -1.403083], [2.028567, 1.149769, -2.292993], [3.709476, 3.215398, -0.297732], [2.601697, 3.670763, -1.356970], [0.305755, 2.222085, 0.567096], [0.538632, 3.157814, -0.705075], [2.273390, 0.827500, 1.368960], [3.692706, 1.066418, 0.629097], [6.851666, -1.054480, 0.837913], [5.321257, -1.890959, 0.933649], [6.807901, -2.776354, 1.209777], [-4.761665, -6.906420, 6.183536], [-4.689617, -5.497405, 6.468610], [-3.796962, -4.599347, 5.525879], [-2.516374, -5.180975, 5.118875], [-3.709056, -3.241460, 6.326033], [-3.035857, -3.258050, 7.595085], [-4.773039, -4.232089, 4.338964], [-4.177545, -3.752172, 3.124548], [-3.981898, -7.427940, 6.733855], [-5.738159, -7.252261, 6.510014], [-4.645442, -7.103718, 5.119205], [-2.089072, -3.793445, 7.523018], [-3.670939, -3.725800, 8.345649], [-2.846724, -2.225705, 7.872251], [-3.955748, -4.592745, 2.469655], [-3.261281, -3.196595, 3.322324], [-4.897965, -3.098075, 2.639633], [3.461108, 7.137325, -6.179900], [3.234543, 6.690574, -4.831208], [2.225439, 5.496176, -4.612087], [1.007810, 5.541499, -5.425036], [1.990415, 5.529457, -3.045339], [1.365121, 6.697985, -2.489460], [3.118253, 4.216299, -4.804099], [2.458822, 2.956617, -5.042385], [2.757463, 7.930582, -6.422420], [4.477290, 7.517994, -6.227193], [3.346915, 6.322818, -6.893184], [0.492743, 6.986480, -3.077238], [2.078168, 7.520053, -2.457281], [1.055058, 6.447669, -1.478419], [2.308838, 2.823287, -6.112023], [1.497675, 2.910173, -4.532482], [3.101812, 2.175076, -4.656407], [-1.373975, 4.199226, -3.143620], [-2.798978, 4.147220, -2.946481], [-3.344485, 4.563713, -1.524133], [-2.524139, 4.126780, -0.390305], [-4.824116, 4.001762, -1.546971], [-4.903305, 2.567551, -1.621668], [-3.546370, 6.121888, -1.647853], [-3.678610, 6.891186, -0.438731], [-0.950141, 3.223077, -2.903584], [-1.178230, 4.432044, -4.186685], [-0.910268, 4.956841, -2.513947], [-4.193534, 2.122660, -0.923913], [-4.675925, 2.230899, -2.633364], [-5.911230, 2.260848, -1.356629], [-2.694357, 7.203258, -0.095983], [-4.170375, 6.319973, 0.346288], [-4.276496, 7.765640, -0.678419]],
  "forces_ev_per_angstrom": [[0.0036, -0.2455, 0.1888], [-0.0681, 0.5996, -0.3911], [0.1743, -0.2265, 0.3998], [-0.1613, -0.0702, -0.3320], [0.9236, -0.5448, 0.4680], [-0.6576, 0.0145, 0.6541], [0.0140, 0.0257, -0.1846], [0.5584, -0.1383, -0.2055], [-0.0997, 0.8340, -0.2743], [-0.0830, 0.9003, -0.2174], [0.5483, -0.4471, -0.1505], [0.2519, 0.4416, -0.1421], [-0.6820, 0.1467, 0.1178], [0.6219, -0.2132, 0.0895], [-0.2821, 0.5516, 0.3377], [0.1898, -0.0406, 0.3372], [0.1495, -0.1087, -0.1920], [-0.1684, -0.1315, -0.3763], [0.4314, -0.2145, -0.0812], [0.1446, -0.3582, 0.1689], [0.4879, 0.0049, 0.1775], [-0.5003, 0.1512, -0.2940], [0.2525, -0.1223, 0.1997], [0.2377, -0.2288, -0.1505], [0.1528, -0.0919, 0.2792], [-0.5956, 0.0005, -0.1268], [-1.0568, -0.7556, 0.0262], [-2.6917, -1.6476, -1.1614], [3.8837, 2.1110, 1.4800], [-0.3429, -0.1177, 0.1815], [0.2359, 0.0862, 0.0928], [0.1608, -0.0516, -0.4270], [-0.5648, -0.1502, -0.4508], [-0.1987, 0.1772, 0.0475], [0.5882, -0.0934, -0.1966], [-0.0444, 0.1502, -0.2727], [-0.4653, -0.1445, 0.0488], [0.1220, 0.4437, 0.0274], [0.0131, -0.1246, -0.2016], [0.0714, -0.3263, 0.2686], [-0.2083, -0.1030, -0.0009], [0.1793, -0.3554, 0.0093], [-0.2404, 0.3585, -0.4485], [-0.2361, -0.3468, -0.0999], [0.4171, 0.2434, 0.1368], [0.3201, -0.3352, 0.1248], [-0.1478, 0.1030, 0.3904], [-0.1318, 0.3790, -0.2505], [0.2439, -0.4270, -0.3689], [-0.4291, 0.0365, 0.0742], [-0.1964, -0.3532, -0.2927], [-0.1665, 0.1356, 0.3514], [-0.2208, 0.3623, 0.1245], [-0.4652, -0.0546, 0.1676], [0.0885, 0.2144, -0.4074], [0.0414, 0.1315, 0.0564], [-0.0553, 0.0523, -0.3110], [-0.1492, -0.0455, 0.2160], [-0.1390, 0.1614, -0.0263], [-0.1138, -0.0684, 0.0528], [0.0949, -0.0598, -0.1144], [0.3013, 0.2925, 0.1979], [-0.4009, 0.0265, 0.1507], [0.2373, -0.2373, 0.2529], [-0.0219, -0.0647, 0.0576], [-0.0333, -0.0585, -0.0694], [-0.1736, 0.0364, 0.1217], [-0.1324, -0.0985, 0.0853], [-0.0594, -0.0080, 0.1310], [0.0872, 0.0394, 0.0481], [0.0907, 0.0793, -0.0588], [-0.0143, -0.0014, -0.2021], [0.0378, 0.0165, -0.0180], [-0.0185, 0.0544, 0.0250], [0.0073, 0.0249, -0.0205], [0.0038, -0.0096, -0.0303], [-0.0205, -0.0257, -0.0205], [-0.0235, 0.0345, -0.0520], [0.0639, -0.0135, 0.0211], [0.0172, -0.0007, 0.0118], [-0.0706, -0.0006, 0.0845], [0.0333, 0.0785, -0.0247], [0.0526, -0.0361, -0.0322], [-0.0432, 0.0843, -0.0162], [-0.1253, -0.0027, -0.0370], [0.0731, 0.0512, 0.1216], [-0.0919, 0.0505, 0.0605], [-0.0466, -0.2072, 0.0381], [-0.0016, -0.0159, -0.0500], [-0.0402, -0.0239, 0.0033], [0.0140, -0.0072, 0.0598], [-0.0085, -0.0279, 0.0099], [0.0121, -0.0219, -0.0299], [0.0249, -0.0086, -0.0293], [0.0213, -0.0643, 0.0116], [-0.0358, 0.0330, 0.0187], [-0.0358, 0.0372, -0.0041], [0.1510, -0.0214, 0.0730], [0.1172, -0.1588, -0.1337], [0.0850, 0.1349, -0.0165], [0.0248, -0.0482, -0.0098], [0.1186, -0.0319, 0.0759], [0.0192, -0.0997, -0.1993], [0.0620, -0.1946, 0.1417], [-0.0994, 0.0919, 0.1220], [0.0135, 0.0757, -0.0005], [0.0070, 0.0173, 0.0394], [-0.0823, 0.0501, -0.0129], [-0.0307, 0.0239, 0.0189], [-0.0497, -0.0767, -0.0009], [-0.0027, 0.0700, -0.0361], [-0.0629, 0.1831, 0.0324], [0.0205, -0.0490, 0.0156], [0.0025, -0.0357, -0.0019], [-0.0137, -0.0105, -0.0697]],
  "homo_lumo_gap_ev": 8.06,
  "lumo_ev": -0.88
}

=====

{
  "formula": "C5H5NO2",
  "method": "wB97M-V/def2-TZVPD",
  "elements": ["C", "C", "C", "C", "C", "N", "O", "O", "H", "H", "H", "H", "H"],
  "positions_angstrom": [[-0.208579, -1.220432, -0.088922], [1.158056, -1.447662, -0.031782], [-0.781423, -0.002716, -0.159522], [1.550595, 0.765524, 0.102977], [-1.936281, 0.633055, 0.140906], [-3.134522, 0.705046, -0.182043], [2.032603, -0.427964, -0.095790], [2.370257, 1.692877, -0.201883], [-0.861738, -2.087226, 0.047530], [1.548530, -2.415286, -0.094802], [-1.216177, 1.146648, 0.867648], [-3.636755, 1.359395, 0.399788], [3.115429, 1.298739, -0.704106]],
  "forces_ev_per_angstrom": [[2.3668, -1.7035, 1.0604], [-3.0617, 0.3587, -0.8417], [-0.7356, 0.8888, -2.3428], [-2.4983, 0.1163, 2.1880], [3.6797, -1.0446, 0.6722], [-2.0019, 0.2491, -0.1520], [0.8312, -0.3144, -0.3720], [1.1622, 0.4142, -1.2191], [0.1701, 0.0247, -0.2310], [0.9025, -0.9968, 0.3009], [-0.8985, 1.2984, 0.9313], [-0.1713, 0.3274, -0.0154], [0.2548, 0.3816, 0.0210]],
  "homo_lumo_gap_ev": [6.99, 6.99],
  "lumo_ev": [-0.44, -0.44]
}

=====

{
  "formula": "C24H19N5O6SeZn",
  "method": "wB97M-V/def2-TZVPD",
  "elements": ["Zn", "O", "C", "C", "C", "N", "C", "C", "C", "O", "O", "C", "O", "O", "H", "H", "H", "Se", "N", "C", "C", "C", "C", "C", "C", "N", "H", "H", "H", "H", "C", "N", "N", "C", "O", "C", "C", "C", "C", "C", "C", "C", "C", "C", "H", "H", "H", "H", "H", "H", "H", "H", "H", "H", "H", "H"],
  "positions_angstrom": [[-0.940461, 0.633907, -0.943744], [-6.796443, 1.853204, -1.847560], [-5.484956, 1.602467, -1.638524], [-4.603663, 2.589641, -1.196798], [-3.284443, 2.234496, -1.011848], [-2.881174, 0.994582, -1.238784], [-3.697077, 0.045520, -1.680752], [-5.031622, 0.306579, -1.895522], [-3.000807, -1.294524, -1.952514], [-3.671699, -2.229912, -2.352238], [-1.732109, -1.271053, -1.731483], [-2.160795, 3.194040, -0.585267], [-2.460141, 4.352813, -0.354514], [-0.998855, 2.648508, -0.538154], [-6.987133, 2.775896, -1.644377], [-4.911776, 3.610159, -1.007377], [-5.694620, -0.464842, -2.258506], [0.325407, -1.034717, -3.527817], [0.363520, 0.451658, -2.532346], [1.359678, 1.215135, -2.942770], [1.692643, 2.493852, -2.395940], [2.746878, 3.150653, -2.934447], [3.518856, 2.604474, -4.017573], [3.228306, 1.402185, -4.564154], [2.122105, 0.661675, -4.036419], [1.723140, -0.517755, -4.471953], [1.085575, 2.903908, -1.597214], [3.018876, 4.124686, -2.548875], [4.348536, 3.183144, -4.402139], [3.796986, 0.984401, -5.383179], [2.603335, -3.296326, 2.669982], [1.301443, -2.825335, 2.213764], [1.192080, -1.450499, 2.027052], [0.383455, -1.199924, 0.947102], [0.025727, -0.035768, 0.663126], [0.072706, -2.470124, 0.368230], [0.669948, -3.411234, 1.142142], [0.720121, -4.885082, 0.946954], [1.395097, -0.561047, 3.120282], [1.080986, -0.962369, 4.411656], [1.281468, -0.081341, 5.462839], [1.768458, 1.195184, 5.221409], [2.062915, 1.588948, 3.923916], [1.889069, 0.710211, 2.866433], [2.861380, -2.799647, 3.601473], [3.379192, -3.098340, 1.925611], [2.532679, -4.364777, 2.854489], [-0.574054, -2.607348, -0.483478], [0.014655, -5.167986, 0.169762], [0.462059, -5.414435, 1.864306], [1.716202, -5.206459, 0.636301], [0.672297, -1.949557, 4.584012], [1.039717, -0.390040, 6.471233], [1.912184, 1.884561, 6.042510], [2.432922, 2.586658, 3.729761], [2.111253, 1.007316, 1.851942]],
  "forces_ev_per_angstrom": [[0.0133, 0.0231, -0.0562], [-0.0059, 0.0083, -0.0005], [0.0147, -0.0046, 0.0084], [-0.0040, -0.0161, -0.0123], [0.0080, 0.0327, 0.0123], [-0.0249, -0.0072, -0.0068], [0.0201, -0.0322, 0.0057], [-0.0029, 0.0177, 0.0035], [-0.0241, 0.0131, -0.0155], [0.0102, 0.0093, 0.0023], [0.0056, 0.0252, 0.0189], [0.0242, -0.0279, 0.0008], [-0.0024, 0.0052, -0.0036], [-0.0436, -0.0114, 0.0051], [0.0009, -0.0078, -0.0018], [-0.0042, -0.0009, -0.0010], [-0.0028, 0.0015, 0.0018], [-0.0315, 0.0222, 0.0169], [0.0414, -0.0369, 0.0441], [-0.0203, -0.0187, -0.0235], [0.0058, 0.0039, 0.0058], [-0.0077, 0.0048, 0.0100], [0.0068, -0.0056, -0.0079], [0.0075, -0.0002, -0.0073], [-0.0116, 0.0044, 0.0105], [0.0195, 0.0123, -0.0071], [-0.0018, 0.0010, -0.0044], [-0.0008, -0.0003, 0.0002], [-0.0011, 0.0003, 0.0018], [-0.0030, -0.0019, 0.0006], [-0.0025, -0.0129, -0.0128], [-0.0131, 0.0166, -0.0019], [0.0133, 0.0002, 0.0501], [-0.0231, 0.0391, -0.0232], [0.0193, -0.0398, -0.0111], [-0.0004, -0.0189, 0.0195], [0.0121, 0.0077, 0.0055], [-0.0060, -0.0050, -0.0084], [0.0076, 0.0012, -0.0261], [-0.0063, -0.0149, -0.0051], [0.0041, 0.0139, 0.0080], [-0.0047, -0.0084, 0.0050], [0.0042, -0.0001, -0.0095], [-0.0020, 0.0017, 0.0114], [-0.0021, 0.0031, 0.0008], [0.0023, -0.0055, -0.0002], [0.0057, 0.0010, 0.0032], [0.0008, 0.0042, -0.0082], [0.0043, -0.0039, -0.0015], [0.0006, 0.0040, 0.0033], [-0.0003, 0.0008, 0.0006], [0.0002, 0.0013, 0.0002], [0.0008, 0.0002, 0.0002], [-0.0003, -0.0015, 0.0008], [-0.0011, -0.0006, -0.0006], [0.0014, 0.0030, -0.0006]],
  "homo_lumo_gap_ev": 7.95,
  "lumo_ev": -1.02
}

=====

Number 1: E_tot -577.46936 Eh. Number 2: E_tot -4870.01875 Eh. Number 3: E_tot -398.50831 Eh. Number 4: E_tot -5832.07443 Eh.